No. 1
This record from the OMol25 dataset describes C46H81N2O2PdSb as an isolated structure at a distorted geometry. The level of theory is ωB97M-V with the def2-TZVPD basis set.

Output
- HOMO (eV) = -0.3
- 2S+1 = 1
- charge = -2
- E_tot (hartree) = -2429.4610

```
133
C46H81N2O2PdSb (ωB97M-V with the def2-TZVPD basis set)
Pd -0.251 -0.509 0.820
C -2.659 2.420 -2.808
N -1.672 1.682 -2.061
C -2.277 0.668 -1.215
C -0.660 1.174 -2.961
C 0.454 0.278 -2.412
N 1.137 0.659 -1.183
C 1.408 2.096 -1.108
C 1.624 2.708 0.259
C 2.733 3.525 0.431
C 2.950 4.286 1.576
C 1.969 4.202 2.566
C 0.815 3.439 2.442
C 0.612 2.631 1.267
O -0.448 1.921 1.132
C -0.291 3.513 3.501
C 0.072 4.445 4.655
C -1.577 4.060 2.857
C -0.573 2.127 4.098
C 4.190 5.152 1.785
C 4.955 5.355 0.479
C 5.122 4.473 2.803
C 3.808 6.541 2.314
C 2.349 -0.182 -1.121
C 3.304 0.036 0.017
C 4.568 0.523 -0.262
C 5.552 0.690 0.720
C 5.124 0.496 2.028
C 3.857 0.023 2.378
C 2.975 -0.405 1.344
O 1.975 -1.187 1.546
C 3.528 -0.036 3.881
C 2.060 -0.343 4.212
C 4.401 -1.093 4.566
C 3.820 1.348 4.487
C 7.010 0.963 0.343
C 7.498 -0.139 -0.609
C 7.169 2.315 -0.360
C 7.924 0.964 1.568
H -3.210 1.781 -3.529
H -2.185 3.227 -3.374
H -3.385 2.867 -2.127
H -2.666 -0.186 -1.805
H -3.097 1.111 -0.648
H -1.528 0.286 -0.486
H -0.198 2.041 -3.443
H -1.134 0.585 -3.775
H 1.180 0.222 -3.251
H 0.082 -0.739 -2.260
H 0.536 2.599 -1.524
H 2.281 2.347 -1.742
H 3.455 3.544 -0.380
H 2.110 4.782 3.471
H 0.233 5.472 4.316
H 0.973 4.112 5.180
H -0.752 4.451 5.376
H -1.401 5.069 2.468
H -2.378 4.109 3.605
H -1.887 3.417 2.035
H 0.293 1.770 4.661
H -0.795 1.410 3.309
H -1.429 2.182 4.784
H 5.295 4.413 0.056
H 5.835 5.984 0.656
H 4.325 5.847 -0.267
H 5.379 3.465 2.466
H 4.624 4.371 3.771
H 6.046 5.047 2.946
H 3.121 7.034 1.622
H 4.701 7.167 2.425
H 3.317 6.484 3.287
H 2.917 -0.036 -2.060
H 1.992 -1.218 -1.103
H 4.796 0.754 -1.303
H 5.815 0.704 2.837
H 1.817 -1.395 4.084
H 1.369 0.216 3.584
H 1.885 -0.069 5.261
H 4.191 -2.079 4.144
H 4.196 -1.129 5.644
H 5.466 -0.882 4.429
H 3.211 2.110 3.990
H 4.867 1.641 4.381
H 3.577 1.346 5.556
H 6.924 -0.139 -1.538
H 7.377 -1.121 -0.148
H 8.556 0.006 -0.859
H 6.497 2.397 -1.217
H 8.197 2.454 -0.714
H 6.933 3.129 0.328
H 7.864 0.019 2.111
H 7.666 1.769 2.261
H 8.962 1.114 1.251
C -0.109 -5.898 1.550
C 0.433 -4.493 1.296
C 0.885 -3.903 2.626
C 1.646 -4.585 0.364
Sb -0.861 -3.007 0.290
C -2.458 -2.769 1.858
C -2.875 -4.026 2.617
C -1.887 -1.724 2.817
C -3.710 -2.147 1.241
C -1.824 -4.229 -1.367
C -3.218 -3.716 -1.676
C -0.920 -3.833 -2.537
C -1.881 -5.744 -1.298
H 0.711 -6.517 1.948
H -0.481 -6.395 0.663
H -0.906 -5.906 2.291
H 1.698 -4.527 3.029
H 0.079 -3.899 3.364
H 1.263 -2.885 2.513
H 2.406 -5.245 0.808
H 2.101 -3.601 0.216
H 1.384 -4.994 -0.619
H -2.064 -4.425 3.226
H -3.221 -4.822 1.949
H -3.705 -3.787 3.300
H -1.121 -2.129 3.477
H -2.694 -1.308 3.439
H -1.424 -0.869 2.254
H -4.212 -2.791 0.534
H -3.481 -1.199 0.742
H -4.424 -1.932 2.052
H -3.291 -2.626 -1.646
H -3.966 -4.120 -0.994
H -3.507 -4.031 -2.692
H -0.894 -2.752 -2.689
H -1.287 -4.293 -3.469
H 0.117 -4.153 -2.395
H -2.485 -6.109 -0.464
H -0.892 -6.197 -1.220
H -2.333 -6.135 -2.225
```

---

No. 2
This record from the OMol25 dataset describes a 8-piece molecular cluster, C46H81N9O12 overall at a distorted geometry. The level of theory is ωB97M-V with the def2-TZVPD basis set.

Output
- HOMO (eV) = -7.8
- SMILES = C=CCc1c(CC(=O)OC(C)=O)cc(CCCCCCC)c2nc(C[C@@H]3CO3)c(O)nc12.CNC(C)=O.CNC(C)=O.CNC(C)=O.CNC(C)=O.CNC(C)=O.CNC(C)=O.CNC(C)=O
- 2S+1 = 1
- charge = 0
- E_tot (hartree) = -3197.0705

```
148
C46H81N9O12 (ωB97M-V with the def2-TZVPD basis set)
C 2.070 1.359 0.057
C 1.347 0.708 -0.878
C 1.366 1.242 -2.322
C -0.023 1.507 -2.905
C -0.387 0.886 -4.076
C 0.502 -0.073 -4.871
C 0.651 -1.482 -4.280
O 0.375 -2.444 -4.942
O 1.160 -1.699 -2.981
C 0.196 -2.115 -2.098
C 0.633 -2.820 -0.826
O -0.976 -1.955 -2.352
C -1.674 1.158 -4.642
C -2.534 2.032 -4.040
C -3.869 2.294 -4.748
C -5.125 2.220 -3.852
C -5.238 0.929 -2.985
C -6.714 0.446 -3.041
C -6.941 -1.005 -2.523
C -7.510 -1.056 -1.083
C -8.968 -0.579 -0.970
C -2.148 2.679 -2.829
N -3.038 3.561 -2.262
C -2.638 4.088 -1.140
C -3.567 5.042 -0.414
C -4.316 4.159 0.662
C -5.289 4.946 1.570
O -3.974 4.406 1.998
C -1.339 3.793 -0.581
O -1.031 4.414 0.603
N -0.441 3.007 -1.088
C -0.899 2.426 -2.242
H 3.105 1.675 -0.139
H 1.663 1.661 1.031
H 0.775 -0.163 -0.550
H 1.981 0.571 -2.932
H 1.890 2.210 -2.317
H 0.129 -0.223 -5.891
H 1.518 0.352 -4.976
H 1.403 -2.205 -0.333
H -0.202 -3.022 -0.154
H 1.137 -3.755 -1.121
H -1.993 0.674 -5.565
H -3.807 3.244 -5.306
H -3.993 1.516 -5.522
H -5.997 2.256 -4.530
H -5.230 3.090 -3.192
H -4.520 0.147 -3.268
H -5.068 1.217 -1.932
H -7.360 1.112 -2.441
H -7.114 0.501 -4.067
H -6.062 -1.655 -2.647
H -7.715 -1.451 -3.178
H -6.851 -0.426 -0.457
H -7.416 -2.097 -0.734
H -9.698 -1.345 -1.278
H -9.220 -0.334 0.075
H -9.142 0.309 -1.600
H -3.058 5.831 0.147
H -4.352 5.395 -1.092
H -4.611 3.140 0.364
H -6.139 4.380 1.943
H -5.153 6.023 1.631
H -0.599 3.731 1.146
C -1.943 3.027 3.483
C -0.573 2.853 4.078
O 0.401 2.585 3.380
N -0.432 3.002 5.417
C -1.452 3.313 6.403
H -1.887 2.879 2.410
H -2.637 2.294 3.896
H -2.307 4.035 3.671
H 0.516 2.871 5.736
H -1.167 4.238 6.909
H -1.481 2.504 7.134
H -2.433 3.433 5.956
C 6.198 0.925 -5.329
C 5.261 0.906 -4.150
O 4.286 1.646 -4.077
N 5.522 0.030 -3.147
C 6.615 -0.919 -3.049
H 5.857 1.673 -6.040
H 7.207 1.187 -5.009
H 6.200 -0.048 -5.825
H 4.854 0.072 -2.392
H 6.203 -1.926 -2.962
H 7.195 -0.700 -2.151
H 7.266 -0.872 -3.916
C -1.198 -0.655 6.769
C -2.092 -0.697 7.981
O -3.065 0.035 8.098
N -1.785 -1.586 8.963
C -0.683 -2.527 9.007
H -1.568 0.099 6.078
H -0.181 -0.389 7.060
H -1.203 -1.620 6.261
H -2.424 -1.559 9.741
H -1.086 -3.539 9.097
H -0.072 -2.315 9.888
H -0.062 -2.464 8.118
C 3.607 -2.799 5.309
C 2.717 -2.852 6.524
O 1.739 -2.126 6.643
N 3.031 -3.741 7.503
C 4.139 -4.677 7.545
H 3.227 -2.045 4.625
H 4.624 -2.526 5.594
H 3.609 -3.762 4.797
H 2.394 -3.721 8.283
H 3.743 -5.691 7.633
H 4.750 -4.464 8.424
H 4.756 -4.610 6.655
C 4.514 -4.007 -1.953
C 5.037 -4.359 -0.583
O 5.470 -3.513 0.183
N 5.014 -5.669 -0.215
C 4.542 -6.810 -0.978
H 4.596 -2.934 -2.102
H 5.101 -4.510 -2.723
H 3.464 -4.289 -2.040
H 5.378 -5.831 0.711
H 3.739 -7.300 -0.423
H 5.363 -7.518 -1.100
H 4.174 -6.517 -1.955
C 6.285 3.920 -3.719
C 7.747 4.048 -4.069
O 8.437 3.078 -4.355
N 8.295 5.291 -4.060
C 7.653 6.554 -3.751
H 5.988 2.873 -3.770
H 6.109 4.280 -2.704
H 5.674 4.481 -4.427
H 9.274 5.299 -4.303
H 7.740 7.216 -4.615
H 8.166 7.015 -2.905
H 6.605 6.422 -3.505
C -3.092 -4.298 -1.544
C -4.528 -4.167 -1.108
O -5.445 -4.106 -1.910
N -4.784 -4.115 0.229
C -3.840 -4.171 1.327
H -3.053 -4.325 -2.629
H -2.510 -3.443 -1.200
H -2.662 -5.225 -1.158
H -5.764 -4.027 0.445
H -4.083 -5.026 1.961
H -3.933 -3.259 1.921
H -2.818 -4.265 0.974
```

---

No. 3
This record from the OMol25 dataset describes a 9-piece molecular cluster, C46H85F3N15O4S overall at a distorted geometry. The level of theory is ωB97M-V with the def2-TZVPD basis set.

Output
- relative energy (zero: lowest compared OMol25 entry of this formula, charge and spin) (eV) = 0.0000
- HOMO (eV) = -17.3
- 2S+1 = 1
- charge = +7
- E_tot (hartree) = -3621.2277

```
154
C46H85F3N15O4S (ωB97M-V with the def2-TZVPD basis set)
C 2.336 -8.111 -1.278
C 2.326 -9.418 -0.515
O 1.695 -9.698 0.534
N 3.085 -10.561 -1.213
H 3.897 -10.287 -1.747
H 3.366 -11.224 -0.504
C 2.207 -11.315 -2.201
H 1.936 -7.401 -0.554
H 1.762 -8.105 -2.205
H 3.364 -7.806 -1.472
H 1.921 -10.691 -3.048
H 1.365 -11.469 -1.527
H 2.717 -12.224 -2.520
C 0.035 3.613 4.443
C 0.995 2.781 5.327
N 2.304 3.180 4.986
C 2.885 2.878 3.754
C 4.145 3.484 3.726
N 4.218 4.351 4.841
C 3.170 4.043 5.656
C 5.334 5.283 5.034
H 0.196 3.474 3.374
H -0.013 4.668 4.712
H -1.019 3.379 4.593
H 0.930 1.697 5.233
H 0.746 3.007 6.364
H 2.371 2.188 3.101
H 4.988 3.402 3.056
H 2.966 4.495 6.615
H 5.868 5.478 4.104
H 5.974 4.818 5.784
H 4.918 6.273 5.221
C -7.198 -3.605 -3.987
C -6.978 -2.134 -4.198
N -6.267 -1.892 -5.486
C -6.485 -0.720 -6.209
C -5.619 -0.700 -7.350
N -4.769 -1.794 -7.182
C -5.172 -2.511 -6.054
C -3.710 -2.073 -8.034
H -6.391 -4.338 -4.009
H -7.787 -4.007 -4.812
H -7.788 -3.792 -3.090
H -6.498 -1.673 -3.335
H -7.942 -1.637 -4.306
H -7.211 0.022 -5.913
H -5.583 -0.084 -8.237
H -4.725 -3.430 -5.705
H -3.494 -3.140 -8.070
H -2.943 -1.325 -7.833
H -3.993 -1.833 -9.059
C 4.911 0.632 -9.749
C 6.229 0.931 -8.902
N 6.786 -0.221 -8.201
C 6.328 -0.826 -7.048
C 7.100 -1.923 -6.905
N 8.000 -2.085 -7.991
C 7.786 -1.002 -8.810
C 8.916 -3.190 -8.260
H 4.489 1.595 -10.036
H 4.211 0.154 -9.064
H 5.053 0.003 -10.628
H 6.095 1.733 -8.176
H 7.007 1.223 -9.607
H 5.541 -0.384 -6.456
H 7.028 -2.659 -6.118
H 8.230 -0.802 -9.774
H 8.977 -3.781 -7.346
H 9.939 -2.832 -8.378
H 8.567 -3.710 -9.153
C 1.715 6.055 -2.905
C 1.644 6.429 -1.483
N 2.600 7.409 -1.027
C 3.971 7.345 -1.113
C 4.496 8.520 -0.518
N 3.353 9.252 -0.119
C 2.197 8.559 -0.482
C 3.358 10.570 0.407
H 2.661 5.552 -3.106
H 1.461 7.011 -3.363
H 0.867 5.425 -3.172
H 1.524 5.588 -0.801
H 0.661 6.887 -1.374
H 4.503 6.595 -1.680
H 5.491 8.932 -0.430
H 1.174 8.869 -0.332
H 4.136 11.069 -0.170
H 3.672 10.723 1.439
H 2.382 11.007 0.198
C 1.060 -5.144 6.469
C 1.438 -3.736 6.047
N 1.965 -2.997 7.222
C 3.195 -2.380 7.282
C 3.158 -1.696 8.533
N 1.944 -1.885 9.141
C 1.210 -2.737 8.365
C 1.433 -1.350 10.369
H 1.848 -5.703 6.974
H 0.705 -5.719 5.615
H 0.219 -5.194 7.161
H 0.503 -3.258 5.758
H 2.123 -3.759 5.199
H 3.862 -2.398 6.433
H 3.915 -1.043 8.943
H 0.205 -3.087 8.551
H 2.024 -0.486 10.671
H 1.593 -2.053 11.187
H 0.392 -1.075 10.197
C -6.271 -7.535 6.954
C -5.164 -8.071 6.085
N -4.769 -7.300 4.861
C -4.726 -5.914 4.719
C -4.406 -5.638 3.371
N -3.993 -6.843 2.849
C -4.295 -7.872 3.711
C -3.515 -6.962 1.530
H -6.187 -6.547 7.408
H -6.696 -8.230 7.678
H -7.106 -7.362 6.275
H -5.447 -9.078 5.778
H -4.261 -8.224 6.676
H -4.980 -5.262 5.542
H -4.430 -4.698 2.840
H -4.205 -8.905 3.409
H -2.849 -7.822 1.458
H -3.072 -6.024 1.193
H -4.417 -7.106 0.936
C -5.284 5.759 -0.495
C -5.894 6.652 0.639
N -5.555 8.031 0.395
C -5.865 8.737 -0.737
C -5.352 10.024 -0.594
N -4.734 10.139 0.637
C -4.752 8.876 1.206
C -4.060 11.372 1.112
H -5.749 6.131 -1.408
H -5.517 4.696 -0.436
H -4.197 5.782 -0.572
H -5.406 6.307 1.551
H -6.969 6.482 0.692
H -6.336 8.210 -1.553
H -5.473 10.911 -1.197
H -4.244 8.569 2.108
H -3.694 11.306 2.137
H -4.658 12.282 1.069
H -3.156 11.560 0.532
C 0.495 -1.178 -2.845
F 1.506 -0.385 -2.557
F -0.014 -0.657 -3.992
F 1.018 -2.388 -3.001
S -0.688 -1.095 -1.330
O -2.005 -1.689 -1.659
O -0.123 -1.846 -0.244
O -0.790 0.334 -1.026
```

---

| no. | Kohn-Sham gap (eV) |
| --- | --- |
| 1 | 4.579 |
| 2 | 8.075 |
| 3 | 6.528 |